one:
C2H2BrNO2 | ωB97M-V/def2-TZVPD

## Properties
spin multiplicity	1
SMILES	O=C/[N+]([O-])=C\Br
LUMO level	-0.001	Ha
HOMO energy	-8.864	eV
gap between HOMO and LUMO	0.3247	Ha

```
8
C2H2BrNO2 ωB97M-V/def2-TZVPD
C -0.3414 1.1676 0.8556
C 0.5082 -0.8520 -0.9075
N -0.1818 -0.4608 0.1554
O -0.8929 -1.2371 0.8675
O -0.7154 2.0918 0.2594
Br 1.2035 0.4105 -2.1290
H -0.1440 0.8708 1.9146
H 0.5639 -1.9907 -1.0160
```

two:
C2H2BrNO2 | ωB97M-V/def2-TZVPD

## Properties
spin multiplicity	1
SMILES	O=[N+]([O-])/C=C/Br
LUMO level	-0.051	Ha
HOMO energy	-10.232	eV
gap between HOMO and LUMO	0.3251	Ha

```
8
C2H2BrNO2 ωB97M-V/def2-TZVPD
C 0.1043 -0.3844 -0.2606
C -0.3079 -0.3624 1.1669
N 0.2633 0.7847 -1.0231
O 0.2438 1.8604 -0.4380
O 0.4875 0.6976 -2.2200
Br -0.6422 -1.9499 2.0273
H 0.4220 -1.2075 -0.7561
H -0.5708 0.5615 1.5036
```

three:
C2H2BrNO2 | ωB97M-V/def2-TZVPD

## Properties
spin multiplicity	1
SMILES	C=C(Br)[N+](=O)[O-]
LUMO level (spin up / spin down)	-0.061 / -0.061	Ha
HOMO energy (spin up / spin down)	-9.811 / -9.818	eV
gap between HOMO and LUMO (spin up / spin down)	0.2995 / 0.2995	Ha

```
8
C2H2BrNO2 ωB97M-V/def2-TZVPD
C -0.1733 -0.1222 -0.0318
C -1.6653 0.4127 0.0798
N -2.1294 1.7475 0.0775
O -1.3104 2.6356 0.1100
O -3.3330 1.8832 0.0500
Br -2.9908 -0.8929 0.0665
H 0.0100 -1.1677 -0.0155
H 0.5805 0.6423 -0.0282
```

Quick one: most stable of them? one

one:
C8H11N3 | ωB97M-V/def2-TZVPD

## Properties
spin multiplicity	1
LUMO level	0.002	Ha
HOMO energy	-8.234	eV
gap between HOMO and LUMO	0.3045	Ha

```
22
C8H11N3 ωB97M-V/def2-TZVPD
C -4.4921 -0.6402 0.1414
C 0.0202 0.4337 0.0336
C 0.9056 1.3263 0.0544
C 2.2962 1.1355 0.0046
C 2.7862 -0.2032 -0.0543
C 4.1475 -0.5191 0.0231
C 1.7941 -1.2012 -0.0342
C 0.4511 -0.8885 -0.0104
H -4.5462 -0.8846 1.0257
H -4.4916 -1.6612 -0.5704
H -5.2695 0.1059 -0.4884
H -3.3568 1.4690 0.4179
H 0.6661 2.4681 -0.0722
H 3.0484 2.0166 -0.0165
H 4.6899 0.2722 -0.1045
H 4.3638 -0.8980 -0.9055
H 4.4727 -1.2122 1.1488
H 1.9556 -2.3663 0.0201
H -0.4548 -1.6522 -0.1590
N -3.4948 0.2819 -0.1782
N -2.1458 -0.2240 -0.0068
N -1.2924 0.7540 0.0071
```

two:
C8H11N3 | ωB97M-V/def2-TZVPD

## Properties
spin multiplicity	1
SMILES	CN(C)/N=N/c1ccccc1
LUMO level	0.023	Ha
HOMO energy	-7.933	eV
gap between HOMO and LUMO	0.3142	Ha

```
22
C8H11N3 ωB97M-V/def2-TZVPD
C -0.3101 -0.0981 -3.5600
C -0.5411 -2.1635 -2.1654
C 0.1031 0.1608 1.0354
C 0.3385 -0.5047 2.2749
C 0.4912 0.1470 3.4495
C 0.3781 1.5838 3.5035
C 0.2987 2.2652 2.3015
C 0.1703 1.5360 1.0731
H -1.1828 -0.4057 -4.1345
H -0.3687 1.0158 -3.3691
H 0.6296 -0.1297 -4.0705
H -0.4615 -2.7949 -3.0282
H 0.1953 -2.5152 -1.4549
H -1.4487 -2.2955 -1.6636
H 0.4195 -1.6238 2.3331
H 0.7577 -0.4614 4.3442
H 0.5198 2.1294 4.3949
H 0.3240 3.3805 2.2042
H 0.0730 2.1484 0.2089
N -0.2145 -0.7480 -2.3376
N -0.1472 -0.0092 -1.2295
N -0.0241 -0.6169 -0.1100
```

Quick one: most stable of them? two

one:
C3H7BO3 | ωB97M-V/def2-TZVPD

## Properties
spin multiplicity	1
SMILES	OB1COC[C@@H]1O
LUMO level	0.008	Ha
HOMO energy	-9.063	eV
gap between HOMO and LUMO	0.3408	Ha

```
14
C3H7BO3 ωB97M-V/def2-TZVPD
B 0.9040 -0.3440 0.1827
C -0.2248 -1.3582 -0.4069
C -1.4824 0.4757 0.3963
C 0.1594 0.9820 0.4947
O -1.4718 -0.7096 -0.3096
O 2.2118 -0.3489 0.1333
O 0.3431 2.0638 -0.4324
H 0.0922 -1.6031 -1.4622
H -0.2649 -2.3815 0.0637
H -1.8553 0.2987 1.3809
H -2.1323 1.0642 -0.2369
H 0.3767 1.3070 1.4540
H 2.7020 -1.2030 0.0589
H 0.6421 1.7570 -1.3164
```

two:
C3H7BO3 | ωB97M-V/def2-TZVPD

## Properties
spin multiplicity	1
SMILES	C/C=B\O.O=CO
LUMO level	0.006	Ha
HOMO energy	-8.373	eV
gap between HOMO and LUMO	0.3142	Ha

```
14
C3H7BO3 ωB97M-V/def2-TZVPD
B 0.5941 1.3138 -0.0781
C -2.5801 -0.0144 -0.2209
C 1.0389 -0.8999 1.1394
C 0.7105 0.6116 1.1483
O -2.3094 0.7171 -1.0972
O -2.0806 -0.0553 1.0130
O 0.0009 1.6586 -1.1525
H -3.5582 -0.6986 -0.2870
H 1.7561 -1.2017 1.9102
H 0.1744 -1.4911 1.3698
H 1.3253 -1.2366 0.2128
H 0.8343 0.9711 2.1116
H -1.0861 0.1187 1.0010
H 0.3564 2.0437 -1.9297
```

Quick one: most stable of them? one

one:
CHINO2P | ωB97M-V/def2-TZVPD

## Properties
spin multiplicity	1
SMILES	C#[N+][O-].O=PI
LUMO level	-0.036	Ha
HOMO energy	-9.585	eV
gap between HOMO and LUMO	0.3158	Ha

```
7
CHINO2P ωB97M-V/def2-TZVPD
C -0.3167 -1.2301 0.4369
N -0.8136 -0.3522 0.9906
O -1.4755 0.4826 1.5496
O 2.0382 0.8167 -0.4382
P 1.0552 0.2950 -1.3132
I -0.3508 2.2422 -1.6926
H -0.1367 -2.2542 0.4669
```

two:
CHINO2P | ωB97M-V/def2-TZVPD

## Properties
spin multiplicity	1
SMILES	C#[N+][O-].O=PI
LUMO level	-0.036	Ha
HOMO energy	-9.531	eV
gap between HOMO and LUMO	0.3141	Ha

```
7
CHINO2P ωB97M-V/def2-TZVPD
C 0.6534 0.0066 -0.1013
N 1.6222 -0.6025 -0.0278
O 2.4001 -1.4825 0.1557
O 1.2837 1.8244 2.1238
P 0.6413 0.6005 2.4542
I 2.1088 -0.6102 3.9315
H -0.0737 0.8721 -0.3399
```

Quick one: most stable of them? one

one:
C3H2N2O | ωB97M-V/def2-TZVPD

## Properties
spin multiplicity	1
SMILES	N#CC(O)C#N
LUMO level	0.008	Ha
HOMO energy	-12.451	eV
gap between HOMO and LUMO	0.4660	Ha

```
8
C3H2N2O ωB97M-V/def2-TZVPD
O 1.2796 0.5548 -0.4286
C -0.0660 0.1799 -0.3336
C -0.2603 -1.2684 -0.6023
N -0.3918 -2.3722 -0.9154
C -0.6409 0.5954 0.9642
N -0.9825 1.0186 1.9840
H 1.6696 0.5767 0.4536
H -0.6077 0.7151 -1.1219
```

two:
C3H2N2O | ωB97M-V/def2-TZVPD

## Properties
spin multiplicity	1
LUMO level (spin up / spin down)	-0.111 / -0.113	Ha
HOMO energy (spin up / spin down)	-9.369 / -9.284	eV
gap between HOMO and LUMO (spin up / spin down)	0.2335 / 0.2282	Ha

```
8
C3H2N2O ωB97M-V/def2-TZVPD
C -1.7832 1.1156 0.0148
C 1.5462 -0.0053 -0.0475
C -0.5460 -1.2162 0.0293
N -2.2355 2.1655 0.1019
N 0.4156 -0.5639 -0.3336
O -1.4011 -1.9885 0.1384
H 1.9198 0.0559 0.9622
H 2.0841 0.4368 -0.8655
```

three:
C3H2N2O | ωB97M-V/def2-TZVPD

## Properties
spin multiplicity	1
SMILES	N#CC(O)C#N
LUMO level	0.010	Ha
HOMO energy	-12.188	eV
gap between HOMO and LUMO	0.4577	Ha

```
8
C3H2N2O ωB97M-V/def2-TZVPD
O 1.1051 0.9443 -0.0218
C -0.2113 0.3953 0.1192
C -0.9245 -0.1288 -1.0943
N -1.4832 -0.5280 -2.0254
C 0.0909 -0.6670 1.0743
N 0.5779 -1.4420 1.7756
H 1.7278 0.2762 -0.3734
H -0.8893 1.1588 0.5504
```

Quick one: most stable of them? one

one:
C4H10O3 | ωB97M-V/def2-TZVPD

## Properties
spin multiplicity	1
SMILES	COC=O.CCO
LUMO level	0.033	Ha
HOMO energy	-9.992	eV
gap between HOMO and LUMO	0.3999	Ha

```
17
C4H10O3 ωB97M-V/def2-TZVPD
O 0.6588 -0.6085 -0.0902
C 2.5582 -2.0279 -0.0178
C 1.8750 -0.8424 0.6253
H 0.2077 0.1591 0.3193
H 2.7766 -1.8148 -1.0778
H 1.9095 -2.9184 0.0356
H 3.5067 -2.2522 0.4986
H 1.6637 -1.0516 1.6916
H 2.5290 0.0497 0.5805
O -1.0778 1.8437 0.9882
O -2.8850 1.8764 -0.3869
C -2.1316 2.3154 0.6350
C -2.3369 0.7480 -1.0785
H -2.6325 3.1842 1.1060
H -3.0418 0.4873 -1.8858
H -2.2234 -0.1257 -0.4148
H -1.3563 0.9779 -1.5282
```

two:
C4H10O3 | ωB97M-V/def2-TZVPD

## Properties
spin multiplicity	1
SMILES	O=CCCCO.O
LUMO level	0.012	Ha
HOMO energy	-9.927	eV
gap between HOMO and LUMO	0.3772	Ha

```
17
C4H10O3 ωB97M-V/def2-TZVPD
C 0.9684 -1.0067 0.8809
O 0.3884 -1.8042 1.9377
C 0.0583 -1.0064 -0.3180
C 0.5311 -0.0301 -1.3944
C 0.7121 1.3858 -0.8897
O 1.5482 2.1052 -1.3796
H 1.9305 -1.4732 0.6820
H 1.1446 -0.0123 1.2957
H -0.2434 -1.2656 2.4212
H -0.9625 -0.7011 -0.0827
H -0.0550 -2.0075 -0.7349
H 1.4855 -0.3589 -1.8094
H -0.1848 -0.0366 -2.2211
H 0.0567 1.7376 -0.0874
H -1.8111 1.8602 0.5728
H -3.1825 1.5121 0.7505
O -2.3843 1.1018 0.3766
```

Quick one: most stable of them? one

one:
C4H10O3 | ωB97M-V/def2-TZVPD

## Properties
spin multiplicity	1
SMILES	CCOC(C)=O.O
LUMO level	0.027	Ha
HOMO energy	-10.701	eV
gap between HOMO and LUMO	0.4208	Ha

```
17
C4H10O3 ωB97M-V/def2-TZVPD
O -3.1998 -0.6676 0.5816
O -2.1057 0.8184 -0.7813
C -3.0708 0.4639 0.0620
C -4.0373 1.6026 0.3212
C 0.0000 0.0000 0.0000
C -1.0432 -0.0520 -1.1513
H -3.4146 2.5092 0.2390
H -4.4319 1.5389 1.3493
H -4.8866 1.6946 -0.3765
H -0.4241 -0.2206 0.9940
H 0.4180 1.0206 0.0144
H 0.8181 -0.7125 -0.1994
H -0.6274 0.3936 -2.0754
H -1.2831 -1.1110 -1.3667
O -3.5479 0.2978 3.4289
H -3.8298 0.0028 2.5335
H -2.6446 0.6646 3.2962
```

two:
C4H10O3 | ωB97M-V/def2-TZVPD

## Properties
spin multiplicity	1
SMILES	C[C@@H](O)CC=O.O
LUMO level	0.022	Ha
HOMO energy	-10.152	eV
gap between HOMO and LUMO	0.3955	Ha

```
17
C4H10O3 ωB97M-V/def2-TZVPD
O -2.5505 -0.6798 -1.0132
C -2.2167 0.1841 -0.1482
C -1.0989 1.2054 -0.4706
C 0.0574 0.7181 -1.3345
C 1.3087 1.6464 -1.5876
O 0.7931 -0.1726 -0.3877
H -2.5908 0.1080 0.9057
H -0.5824 1.8204 0.3478
H -1.5831 2.0156 -1.0581
H -0.3938 0.3600 -2.2777
H 2.0537 1.4017 -0.8559
H 1.1002 2.6879 -1.5801
H 1.8051 1.2885 -2.5430
H 0.9867 -1.0099 -0.8879
H 0.5182 -3.1630 4.1076
H 1.2479 -4.6581 4.1892
O 1.1452 -3.7527 4.5940
```

three:
C4H10O3 | ωB97M-V/def2-TZVPD

## Properties
spin multiplicity	1
LUMO level	0.032	Ha
HOMO energy	-8.556	eV
gap between HOMO and LUMO	0.3466	Ha

```
17
C4H10O3 ωB97M-V/def2-TZVPD
C 0.0654 -2.6272 0.9601
O -0.1624 -1.2391 1.1115
C 0.1835 -0.4591 -0.0106
C -0.5576 0.8565 0.0938
O -0.0473 1.6885 1.1277
C -0.3877 1.5751 -1.2214
O 0.0500 2.8562 -1.1282
H -0.2481 -3.1358 1.8793
H 1.1304 -2.8001 0.7845
H -0.5036 -3.0399 0.1129
H 1.3663 0.1644 -0.7493
H -0.0391 -1.0120 -0.9265
H -1.6107 0.6393 0.3032
H 0.7262 1.2208 1.4607
H -1.2754 1.5402 -1.8779
H 0.8950 0.8533 -1.6921
H 0.4152 2.9189 -0.2278
```

four:
C4H10O3 | ωB97M-V/def2-TZVPD

## Properties
spin multiplicity	1
SMILES	C[C@@H](O)CC=O.O
LUMO level	0.023	Ha
HOMO energy	-9.940	eV
gap between HOMO and LUMO	0.3883	Ha

```
17
C4H10O3 ωB97M-V/def2-TZVPD
O 1.4260 -2.6417 -2.0498
C 0.6019 -1.9193 -1.5538
C 0.7621 -1.4176 -0.1243
C -0.1052 -0.2175 0.2210
C 0.4716 0.5522 1.4286
O -0.3244 0.6502 -0.8700
H -0.3157 -1.5941 -2.0678
H 1.8085 -1.3637 0.1675
H 0.4879 -2.3821 0.3454
H -1.1399 -0.5436 0.3914
H 0.6515 1.5924 1.1409
H 1.4909 0.2488 1.7060
H -0.1578 0.5317 2.3156
H 0.3393 0.8785 -1.4983
H -2.6431 2.5232 0.6445
H -1.4736 2.2174 -0.4008
O -1.8799 2.8853 0.2041
```

Quick one: most stable of them? one